Record 1
2 unconnected molecules or ions with the total composition CH2F2IP. Source: the OMol25 dataset; level of theory: ωB97M-V/def2-TZVPD.

DFT total energy ... -877.9253 Ha
HOMO energy (alpha / beta) ... -8.967 / -9.055 eV
Multiplicity ... 1
Molecular weight ... 209.901 g/mol
LUMO energy (alpha / beta) ... -1.02 / -1.23 eV
Relative energy (zero: lowest compared OMol25 entry of this formula, charge and spin) ... 296.4 kJ/mol

Geometry (Å):
C: 2.0012 0.5517 2.0314
F: 2.1407 0.6776 3.3011
F: 1.9068 1.7279 1.3287
P: -0.8277 0.5727 -0.5057
I: 3.3473 -0.8134 1.0428
H: -1.3883 -0.5543 -0.0714
H: 0.4819 0.4612 -0.0796



Record 2
2 unconnected molecules or ions with the total composition CH2F2N2. Source: the OMol25 dataset; level of theory: ωB97M-V/def2-TZVPD.

DFT total energy ... -348.4032 Ha
HOMO energy ... -10.286 eV
Multiplicity ... 1
Molecular weight ... 80.037 g/mol
LUMO energy ... 0.70 eV
Relative energy (zero: lowest compared OMol25 entry of this formula, charge and spin) ... 297.5 kJ/mol
SMILES string ... N#CF.NF

Geometry (Å):
N: 0.8649 -1.5190 1.1456
C: -0.2388 -1.3491 1.3418
F: -1.4779 -1.1467 1.7061
N: 0.4845 0.9093 -0.9837
F: -0.6084 0.6688 -0.1742
H: 0.6078 1.9230 -1.0557
H: 0.3679 0.5137 -1.9797



Record 3
2 unconnected molecules or ions with the total composition CH2F2N2. Source: the OMol25 dataset; level of theory: ωB97M-V/def2-TZVPD.

DFT total energy ... -348.2911 Ha
HOMO energy (alpha / beta) ... -10.273 / -8.243 eV
Multiplicity ... 1
Molecular weight ... 80.037 g/mol
LUMO energy (alpha / beta) ... -0.03 / -0.55 eV
Relative energy (zero: lowest compared OMol25 entry of this formula, charge and spin) ... 591.9 kJ/mol

Geometry (Å):
C: -0.3875 0.1007 -0.2733
N: 0.4962 -0.5281 0.2759
N: 0.5720 2.4578 -0.2258
F: 1.6589 1.6892 0.1958
F: -0.0399 2.8387 0.9216
H: -1.4266 -0.0820 -0.3767
H: 1.3460 -0.1131 0.5699



Record 4
A molecular structure, CH2F2O2. Source: the OMol25 dataset; level of theory: ωB97M-V/def2-TZVPD.

DFT total energy ... -389.3442 Ha
HOMO energy ... -9.441 eV
Multiplicity ... 1
Molecular weight ... 84.021 g/mol
LUMO energy ... 0.93 eV
Relative energy (zero: lowest compared OMol25 entry of this formula, charge and spin) ... 536.2 kJ/mol

Geometry (Å):
C: -1.4220 -0.2795 -0.0759
O: 0.4839 1.4809 0.1349
O: 0.2172 0.2444 0.7220
F: -1.8137 0.8456 -0.4908
F: -2.0558 -0.7508 0.9688
H: -1.2572 -0.8767 -0.9875
H: 1.4071 1.4769 -0.0686



Record 5
CH2F2O2S in the gas phase. Source: the OMol25 dataset; level of theory: ωB97M-V/def2-TZVPD.

DFT total energy ... -787.6240 Ha
HOMO energy ... -11.702 eV
Multiplicity ... 1
Molecular weight ... 116.088 g/mol
LUMO energy ... 0.37 eV
Relative energy (zero: lowest compared OMol25 entry of this formula, charge and spin) ... 0.5 kJ/mol
SMILES string ... O=[SH](=O)C(F)F

Geometry (Å):
O: -1.5541 0.2316 1.0293
S: -0.8248 0.2600 -0.1567
O: -1.3135 -0.5627 -1.3272
C: 0.8698 -0.3125 0.0960
F: 0.9760 -0.7696 1.3751
F: 1.6697 0.8053 0.0883
H: -0.9032 1.4983 -0.5406
H: 1.0800 -1.1505 -0.5643



Record 6
CH2F3N in the gas phase. Source: the OMol25 dataset; level of theory: ωB97M-V/def2-TZVPD.

DFT total energy ... -393.4608 Ha
HOMO energy ... -10.252 eV
Multiplicity ... 1
Molecular weight ... 85.028 g/mol
LUMO energy ... 0.91 eV
Relative energy (zero: lowest compared OMol25 entry of this formula, charge and spin) ... 567.3 kJ/mol
SMILES string ... FCN(F)F

Geometry (Å):
F: -1.2694 0.7184 -0.5838
C: -0.5928 0.2340 0.4542
N: 0.7028 -0.7559 -0.3095
F: 1.8381 -0.3883 0.3073
F: 0.8455 -0.3317 -1.6131
H: -0.2442 1.1265 1.0723
H: -1.2800 -0.6030 0.6725



Record 7
2 unconnected molecules or ions with the total composition CH2F3OPS. Source: the OMol25 dataset; level of theory: ωB97M-V/def2-TZVPD.

DFT total energy ... -1153.5109 Ha
HOMO energy ... -10.321 eV
Multiplicity ... 1
Molecular weight ... 150.061 g/mol
LUMO energy ... -1.97 eV
Relative energy (zero: lowest compared OMol25 entry of this formula, charge and spin) ... 462.4 kJ/mol

Geometry (Å):
C: -1.2191 -0.0045 0.2431
O: 0.4101 1.9897 0.2516
F: -0.9965 -0.1336 1.5155
F: -1.0461 -2.1003 -0.5687
F: -2.4904 0.0370 -0.0171
P: 1.4697 -0.6196 -0.6781
S: -0.0609 1.0185 -0.7325
H: 1.4864 -0.5724 0.7221
H: 2.4468 0.3852 -0.7361



Record 8
CH2F4N3P3 in the gas phase. Source: the OMol25 dataset; level of theory: ωB97M-V/def2-TZVPD.

DFT total energy ... -1627.1149 Ha
HOMO energy ... -8.808 eV
Multiplicity ... 1
Molecular weight ... 224.962 g/mol
LUMO energy ... -1.48 eV
Relative energy (zero: lowest compared OMol25 entry of this formula, charge and spin) ... 218.5 kJ/mol
SMILES string ... FC(F)(F)[P@@]1(F)=NP=NPN1

Geometry (Å):
F: 4.5511 -0.2662 0.4799
C: 3.2886 0.1161 0.3937
F: 3.1506 1.2076 -0.3512
F: 2.8340 0.5361 1.5680
P: 1.7816 -1.2548 -0.4241
F: 2.2392 -0.7594 -1.9025
N: 1.1792 -2.7637 -0.7370
P: -0.0561 -3.4313 0.2505
N: -0.7207 -2.3261 1.1379
P: -0.4814 -0.7441 1.3854
N: 0.6009 -0.2495 0.0005
H: -1.6182 -0.3196 0.7336
H: 0.7305 0.7637 -0.2925



- What is the DFT total energy in the fifth record?
  -787.6240 Ha



- What is the formula in the fourth record?
  CH2F2O2



- DFT total energy of number 8 (CH2F4N3P3)?
  -1627.1149 Ha